1.
The following is a DFT calculation (wB97M-V/def2-TZVPD) of the molecule C5H7ClN2 at a distorted geometry.

Output
Structure (SMILES): [H]/N=C1/NCC(C)=C1Cl
Orbital gap in eV: 9.51
Lowest unoccupied orbital energy in eV: 0.75
Relative energy (zero: lowest compared OMol25 entry of this formula, charge and spin) in kJ/mol: 52.9

Last column: natural (NBO) charge in e.
Element x y z (Å)
C -1.931 1.073 0.054  -0.64
C -0.642 0.319 -0.008  0.04
C 0.607 0.742 -0.124  -0.11
C 1.628 -0.305 -0.117  0.39
C -0.531 -1.203 -0.096  -0.23
H -2.519 0.985 -0.859  0.23
H -1.706 2.131 0.284  0.24
H -2.480 0.702 0.866  0.22
H 3.315 0.569 0.367  0.36
H 1.266 -2.410 -0.013  0.41
H -1.000 -1.635 -0.990  0.21
H -0.954 -1.590 0.835  0.20
N 2.881 -0.289 0.129  -0.72
N 0.888 -1.471 -0.201  -0.60
Cl 1.178 2.383 -0.127  0.00

---

2.
The following is a DFT calculation (wB97M-V/def2-TZVPD) of the molecule C5H7ClN2 at a distorted geometry.

Output
Orbital gap in eV: 8.21
Lowest unoccupied orbital energy in eV: 0.15
Relative energy (zero: lowest compared OMol25 entry of this formula, charge and spin) in kJ/mol: 275.7

Last column: natural (NBO) charge in e.
Element x y z (Å)
C 1.271 -1.241 1.385  -0.19
C 1.161 -0.190 0.430  0.09
C -0.628 -2.676 1.952  0.08
C -1.400 1.641 -1.091  -0.62
C -0.060 0.942 -1.250  0.01
N 0.339 -2.099 1.582  -0.21
N 0.119 -0.033 -0.286  -0.47
Cl 1.245 2.260 -1.300  -0.17
H 2.191 -1.375 1.932  0.21
H 2.026 0.472 0.353  0.19
H -1.103 -3.590 1.689  0.21
H -2.177 0.881 -1.047  0.22
H -1.416 2.222 -0.171  0.22
H -1.580 2.305 -1.933  0.22
H 0.011 0.480 -2.243  0.21

---

3.
The following is a DFT calculation (wB97M-V/def2-TZVPD) of the ion C5H7ClN3O3 with charge +1 at a distorted geometry.

Output
Structure (SMILES): C[C@@]1(O)N(C(=O)Cl)NC=C[N+]1=O
Orbital gap (spin up / spin down) in eV: 8.32 / 8.31
Lowest unoccupied orbital energy (spin up / spin down) in eV: -5.45 / -5.45
Relative energy (zero: lowest compared OMol25 entry of this formula, charge and spin) in kJ/mol: 0.0
Net charge: +1

Last column: natural (NBO) charge in e.
Element x y z (Å)
C -1.443 1.797 0.129  -0.18
C -0.127 2.260 0.095  0.14
C 2.157 -0.578 -0.062  0.65
C -0.225 -0.755 0.244  0.63
C -0.564 -1.769 -0.795  -0.71
N 0.936 0.096 -0.046  -0.34
N -1.565 0.448 0.124  0.19
N 0.914 1.468 0.027  -0.30
O 2.256 -1.753 -0.043  -0.48
O -2.632 -0.129 0.118  -0.30
O -0.225 -1.098 1.533  -0.65
Cl 3.554 0.495 -0.147  0.01
H -2.335 2.398 0.168  0.27
H 0.082 3.321 0.115  0.27
H -0.031 -2.697 -0.596  0.28
H -0.303 -1.428 -1.793  0.26
H -1.639 -1.966 -0.762  0.28
H 1.883 1.820 -0.018  0.45
H -0.692 -1.929 1.709  0.52

---

4.
The following is a DFT calculation (wB97M-V/def2-TZVPD) of the molecule C5H7ClO2 at a distorted geometry.

Output
Structure (SMILES): O[C@H]1COC=C1CCl
Orbital gap in eV: 9.24
Lowest unoccupied orbital energy in eV: 0.57
Relative energy (zero: lowest compared OMol25 entry of this formula, charge and spin) in kJ/mol: 298.1

Last column: natural (NBO) charge in e.
Element x y z (Å)
C -0.702 0.575 0.176  0.03
C -1.738 -0.597 0.004  -0.11
C 0.257 -1.432 -0.355  0.21
C 0.474 -0.123 -0.147  -0.22
C 1.852 0.534 0.231  -0.40
H -1.143 2.520 -0.468  0.48
H -0.932 0.820 1.253  0.18
H -2.453 -0.596 -0.989  0.23
H -2.154 -0.806 0.986  0.20
H 0.823 -2.501 -0.348  0.23
H 2.195 0.512 1.368  0.23
H 1.866 1.569 -0.259  0.24
O -0.634 1.721 -0.762  -0.73
O -0.981 -1.812 -0.375  -0.49
Cl 3.270 -0.384 -0.316  -0.07

---

5.
The following is a DFT calculation (wB97M-V/def2-TZVPD) of the molecule C5H7ClO3 at a distorted geometry.

Output
Structure (SMILES): COC(=O)/C=C(/O)CCl
Orbital gap in eV: 10.40
Lowest unoccupied orbital energy in eV: 0.67
Relative energy (zero: lowest compared OMol25 entry of this formula, charge and spin) in kJ/mol: 286.0

Last column: natural (NBO) charge in e.
Element x y z (Å)
C -3.840 -0.424 0.356  -0.20
C -1.524 -0.026 -0.177  0.74
C -0.540 0.955 -0.075  -0.43
C 0.768 0.729 -0.023  0.39
C 1.308 -0.635 -0.051  -0.41
H -3.870 -1.105 -0.224  0.16
H -3.688 -0.587 1.424  0.19
H -4.601 0.351 0.091  0.20
H -0.746 2.144 0.044  0.25
H 2.443 1.344 0.249  0.48
H 0.996 -1.083 -1.044  0.26
H 1.154 -1.170 0.722  0.23
O -2.812 0.468 -0.239  -0.54
O -1.440 -1.227 -0.149  -0.62
O 1.626 1.803 0.083  -0.63
Cl 3.075 -0.697 0.059  -0.06

---

6.
The following is a DFT calculation (wB97M-V/def2-TZVPD) of the molecule C5H7ClOS.

Output
Structure (SMILES): C=C(CCl)SCC=O
Orbital gap in eV: 9.65
Lowest unoccupied orbital energy in eV: 0.68
Relative energy (zero: lowest compared OMol25 entry of this formula, charge and spin) in kJ/mol: 69.7

Last column: natural (NBO) charge in e.
Element x y z (Å)
C -1.399 -0.493 -0.591  -0.40
C -0.873 0.738 0.102  -0.20
C -1.290 1.948 -0.274  -0.37
C 1.287 -0.804 0.973  -0.66
C 2.209 -0.496 -0.203  0.44
H -2.142 -0.201 -1.335  0.23
H -0.625 -1.059 -1.082  0.22
H -2.070 2.059 -1.024  0.20
H -0.868 2.880 0.159  0.22
H 1.911 -1.058 1.816  0.26
H 0.690 -1.676 0.730  0.25
H 1.806 0.205 -0.953  0.11
O 3.302 -0.976 -0.317  -0.50
S 0.249 0.590 1.468  0.28
Cl -2.187 -1.658 0.530  -0.06

---

7.
The following is a DFT calculation (wB97M-V/def2-TZVPD) of the molecule C5H7ClOS at a distorted geometry.

Output
Structure (SMILES): OC(=S)[C@@H]1CC[C@H]1Cl
Orbital gap in eV: 9.38
Lowest unoccupied orbital energy in eV: 0.25
Relative energy (zero: lowest compared OMol25 entry of this formula, charge and spin) in kJ/mol: 29.8

Last column: natural (NBO) charge in e.
Element x y z (Å)
C -1.377 0.041 -0.146  0.26
C -0.029 -0.076 0.486  -0.35
C 0.441 1.239 1.164  -0.38
C 1.406 1.490 -0.012  -0.42
C 1.149 0.057 -0.504  -0.17
H -2.351 1.025 -1.424  0.51
H 0.001 -0.950 1.099  0.25
H 0.956 1.041 2.124  0.22
H -0.320 2.005 1.344  0.22
H 1.047 2.233 -0.722  0.23
H 2.455 1.735 0.225  0.22
H 0.921 -0.081 -1.570  0.23
O -1.409 1.008 -1.072  -0.68
S -2.696 -0.837 0.240  -0.08
Cl 2.480 -1.070 -0.134  -0.06

---

8.
The following is a DFT calculation (wB97M-V/def2-TZVPD) of a structure of composition C5H7CrO4 at a distorted geometry.

Output
Orbital gap (spin up / spin down) in eV: 8.41 / 9.04
Lowest unoccupied orbital energy (spin up / spin down) in eV: -4.61 / -4.71
2S+1: 5
<S²>: 6.03
Relative energy (zero: lowest compared OMol25 entry of this formula, charge and spin) in kJ/mol: 92.2
Net charge: +1

Last column: natural (NBO) charge in e.
Element x y z (Å)
H 3.082 -0.236 -0.934  0.15
Cr 1.718 2.541 -1.395  1.38
O 2.812 1.666 -0.145  -0.80
O 1.764 -0.253 0.583  -0.52
C 0.414 0.082 0.809  -0.15
C -0.329 -0.272 -0.473  -0.10
O 1.261 0.686 -1.450  -0.83
C 2.323 0.458 -0.523  0.57
H 0.086 -0.452 1.709  0.22
H 0.314 1.157 1.036  0.18
H -0.855 0.505 -1.036  0.22
H -0.111 -1.239 -0.941  0.24
H -2.405 -1.657 -0.615  0.31
O -3.575 0.488 1.234  -0.31
C -1.972 -1.185 0.277  -0.77
C -2.897 -0.348 0.869  0.88
H -1.630 -1.941 0.997  0.31

---

Repeat the third record exactly.
The following is a DFT calculation (wB97M-V/def2-TZVPD) of the ion C5H7ClN3O3 with charge +1 at a distorted geometry.

Output
Structure (SMILES): C[C@@]1(O)N(C(=O)Cl)NC=C[N+]1=O
Orbital gap (spin up / spin down) in eV: 8.32 / 8.31
Lowest unoccupied orbital energy (spin up / spin down) in eV: -5.45 / -5.45
Relative energy (zero: lowest compared OMol25 entry of this formula, charge and spin) in kJ/mol: 0.0
Net charge: +1

Last column: natural (NBO) charge in e.
Element x y z (Å)
C -1.443 1.797 0.129  -0.18
C -0.127 2.260 0.095  0.14
C 2.157 -0.578 -0.062  0.65
C -0.225 -0.755 0.244  0.63
C -0.564 -1.769 -0.795  -0.71
N 0.936 0.096 -0.046  -0.34
N -1.565 0.448 0.124  0.19
N 0.914 1.468 0.027  -0.30
O 2.256 -1.753 -0.043  -0.48
O -2.632 -0.129 0.118  -0.30
O -0.225 -1.098 1.533  -0.65
Cl 3.554 0.495 -0.147  0.01
H -2.335 2.398 0.168  0.27
H 0.082 3.321 0.115  0.27
H -0.031 -2.697 -0.596  0.28
H -0.303 -1.428 -1.793  0.26
H -1.639 -1.966 -0.762  0.28
H 1.883 1.820 -0.018  0.45
H -0.692 -1.929 1.709  0.52